No. 1
20
Properties=species:S:1:pos:R:3:forces:R:3:lowdin_charge:R:1 method="wB97M-V/def2-TZVPD" fmax_ha_per_bohr=0.0717 orbital_gap_ev=9.13 multiplicity=1 smiles="CC1=CC[C@@](C)(S(=O)(=O)Cl)O1" relative_energy_kj_mol=0.0
C -1.60915 0.02697 0.43843 -0.185 -1.372 -0.843 -0.03
C -0.69277 0.31694 1.32970 -0.841 0.949 -0.242 -0.34
C -0.89814 -0.76950 -0.63210 -2.784 -2.269 -0.842 -0.15
C 0.55350 -0.66276 -0.25319 -0.985 1.452 -2.344 -0.49
C -0.85107 1.29466 2.43343 0.259 -1.048 0.274 0.01
C 1.49818 -1.69624 -0.79769 0.204 2.517 -2.042 -0.01
O -0.04721 1.98858 -1.09700 0.558 -0.069 -0.867 -0.34
O 0.83165 0.37832 -2.81882 0.082 0.019 -2.028 -0.35
O 0.54072 -0.19445 0.99804 2.337 0.251 1.819 0.04
S 0.85408 0.94613 -1.52839 -1.100 -0.563 3.467 0.35
Cl 2.70576 1.60089 -1.11130 0.956 0.311 0.031 0.40
H -2.69087 0.12453 0.53791 0.537 0.378 -0.215 0.13
H -1.39969 -1.83164 -0.72170 1.455 1.472 0.330 0.17
H -1.00363 -0.38434 -1.64585 -0.555 -0.088 0.033 0.09
H -1.41976 0.79629 3.22390 0.492 0.356 0.409 0.09
H -1.46025 2.07784 2.04790 -0.451 0.703 -0.198 0.08
H 0.10160 1.72277 2.71761 0.079 -0.139 0.469 0.09
H 2.50391 -1.27905 -1.06900 -0.567 -0.748 1.153 0.09
H 1.09721 -1.89426 -1.80262 -0.054 -0.157 0.306 0.09
H 1.38592 -2.56170 -0.24928 0.564 -1.955 1.331 0.07

***

No. 2
72
Properties=species:S:1:pos:R:3:forces:R:3:lowdin_charge:R:1 method="wB97M-V/def2-TZVPD" fmax_ha_per_bohr=0.0506 orbital_gap_ev=4.82 multiplicity=1 total_charge=-1
C 2.79339 -2.26397 -3.06639 0.099 -0.313 -0.145 -0.02
N 2.75696 -1.04372 -2.28626 0.282 0.773 0.254 0.02
C 4.02160 -0.54268 -1.95491 0.257 -0.041 0.152 -0.42
O 5.04165 -1.17075 -2.22533 -1.037 0.759 0.171 0.07
N 4.06175 0.70235 -1.32382 -0.611 -0.558 -0.371 0.02
C 5.38897 1.22485 -1.05231 0.353 -0.022 0.222 -0.01
C 2.92570 1.33639 -0.78695 0.514 1.071 1.387 -0.35
O 3.05576 2.28825 -0.01642 0.036 -1.007 -1.309 0.07
C 1.59900 0.80581 -1.16474 -0.253 0.008 0.299 -0.03
C 0.50930 1.46384 -0.67320 0.442 0.065 -0.511 0.09
C -0.89902 1.13114 -0.90735 -1.335 -0.319 -0.040 -0.18
C -1.42483 -0.11933 -0.53991 0.412 0.117 -0.277 -0.01
C -2.69819 -0.54232 -0.85675 -0.269 1.016 -0.382 -0.13
C -3.55930 0.34557 -1.55971 1.346 0.539 0.607 -0.11
N -4.83763 -0.02741 -1.86314 -1.081 -0.542 -0.704 -0.10
C -5.41319 -1.20566 -1.24407 0.162 0.053 0.151 -0.17
C -4.41608 -2.34837 -1.18814 0.258 -0.052 -0.037 -0.17
C -3.14273 -1.91767 -0.46263 -0.026 -0.358 0.415 -0.14
C -5.81401 0.96345 -2.26543 0.218 -0.062 0.223 -0.18
C -5.21525 1.97589 -3.22254 0.048 -0.025 -0.126 -0.18
C -3.94681 2.60258 -2.65095 -0.348 0.682 0.039 -0.16
C -3.08377 1.64262 -1.89873 0.162 -0.876 0.354 -0.15
C -1.80082 2.02400 -1.53148 0.995 -0.350 0.333 0.02
C 1.53250 -0.41796 -1.98763 -1.197 -1.084 -0.349 -0.32
O 0.48251 -0.93618 -2.38086 1.482 0.692 0.288 0.07
H 1.77709 -2.55321 -3.31914 0.064 0.090 0.073 0.08
H 3.38641 -2.08745 -3.96927 -0.157 -0.121 0.078 0.09
H 3.29220 -3.04931 -2.49102 -0.147 0.078 -0.105 0.10
H 5.29689 2.26848 -0.75732 -0.057 -0.159 0.037 0.09
H 5.86914 0.64632 -0.25268 -0.099 0.217 -0.111 0.10
H 5.99468 1.13280 -1.95777 -0.112 0.020 0.156 0.09
H 0.72233 2.38952 -0.12565 0.060 -0.355 -0.119 0.14
H -0.79584 -0.79688 0.02449 -0.093 0.120 -0.373 0.08
H -5.75209 -0.96949 -0.21762 -0.058 -0.055 -0.106 0.13
H -6.28715 -1.49403 -1.83868 0.038 0.034 0.157 0.11
H -4.86330 -3.20187 -0.67117 -0.020 0.024 -0.117 0.11
H -4.16207 -2.66260 -2.20708 -0.114 0.057 0.062 0.12
H -2.32954 -2.62886 -0.67015 -0.211 0.156 0.072 0.13
H -3.30216 -1.95138 0.62971 0.058 0.028 -0.293 0.11
H -6.63974 0.42074 -2.73934 0.023 0.186 0.055 0.12
H -6.21849 1.48361 -1.37587 -0.001 -0.018 -0.115 0.13
H -4.98636 1.49417 -4.17926 -0.080 -0.056 0.117 0.12
H -5.96334 2.75026 -3.40351 0.042 0.011 -0.161 0.11
H -3.36799 3.06829 -3.45960 -0.110 -0.074 0.136 0.12
H -4.23360 3.42114 -1.97455 0.028 -0.052 -0.099 0.12
H -1.45142 3.03543 -1.76159 -0.153 -0.257 -0.103 0.12
C -3.77768 -0.23070 3.25571 -0.419 -0.276 -0.070 -0.08
C -2.44760 0.45285 3.17275 0.292 -0.248 -0.338 -0.24
O -1.55380 -0.42775 2.45032 -0.607 0.353 0.456 -0.05
C -0.29363 0.07327 2.40589 2.503 -0.325 -0.628 -0.52
C 0.73591 -0.79891 1.76774 -2.297 -0.164 -0.146 -0.17
N 1.94956 -0.60230 2.14046 1.314 0.624 1.097 0.01
C 3.06602 -1.24428 1.99765 -0.375 -0.537 -0.979 -0.19
C 4.27010 -0.76274 2.62472 -0.002 0.077 -0.074 -0.24
C 5.53671 -1.27362 2.26002 -0.240 0.176 0.368 -0.08
C 6.68705 -0.77336 2.85544 -0.103 0.238 0.332 -0.13
C 6.59649 0.24338 3.82091 0.081 -0.071 -0.049 -0.14
C 5.33407 0.73520 4.19429 -0.025 -0.271 -0.250 -0.11
C 4.16983 0.23747 3.61096 0.801 0.156 0.141 -0.04
O -0.00681 1.14943 2.90434 -0.669 0.030 0.180 0.03
H -4.49995 0.42727 3.74305 -0.015 -0.036 0.057 0.07
H -4.16102 -0.46287 2.25943 0.009 -0.005 0.007 0.05
H -3.71129 -1.16489 3.82505 -0.007 0.146 -0.086 0.08
H -2.51130 1.40213 2.63064 0.023 -0.065 0.167 0.12
H -2.05493 0.64257 4.17718 0.100 0.062 -0.250 0.12
H 0.43940 -1.61640 1.08868 -0.003 -0.087 0.449 0.09
H 3.14131 -2.17425 1.40504 -0.047 0.114 -0.005 0.10
H 5.58480 -2.07782 1.52264 0.033 0.245 0.115 0.10
H 7.66072 -1.18455 2.58651 -0.170 0.137 0.029 0.09
H 7.50890 0.63729 4.28572 -0.404 -0.149 -0.175 0.08
H 5.25765 1.50829 4.95647 0.063 -0.080 -0.098 0.09
H 3.17637 0.59885 3.88508 0.356 -0.084 -0.136 0.11

***

No. 3
73
Properties=species:S:1:pos:R:3:forces:R:3:lowdin_charge:R:1 method="wB97M-V/def2-TZVPD" fmax_ha_per_bohr=0.0331 orbital_gap_ev=3.16 multiplicity=1 total_charge=+1
O -1.22166 -1.94449 1.22787 -0.115 -0.565 -0.058 -0.22
S -0.70382 -1.93937 -0.08412 0.212 1.594 0.565 0.61
O -0.70287 -0.78004 -0.89971 0.071 -0.499 -0.248 -0.23
S -2.06339 -3.27265 -1.28051 -0.679 0.010 -0.141 0.99
C 1.03919 -2.67881 -0.24873 -0.209 -0.497 -0.029 -0.46
F 1.08737 -3.03727 -1.53215 0.187 0.096 -0.118 0.10
F 1.83349 -1.66711 -0.02074 0.093 0.142 0.082 0.20
C 1.35062 -3.92572 0.67970 -0.128 0.158 -0.164 -0.59
F 0.26939 -4.23156 1.38873 -0.229 -0.069 0.081 0.17
F 2.34481 -3.64085 1.47637 0.211 0.119 0.208 0.24
F 1.65287 -4.95009 -0.09086 0.096 -0.202 -0.163 0.22
H -1.31126 -3.72154 -2.31526 0.069 -0.158 0.114 -0.07
H -2.10094 -4.38706 -0.52024 0.265 -0.126 -0.097 -0.02
N 0.50181 1.66506 3.35174 -0.058 -0.012 0.039 0.01
C -0.32856 0.95401 2.52830 0.052 -0.021 0.024 -0.15
C -1.61984 1.21988 2.89807 -0.007 -0.037 -0.024 -0.10
C -1.56773 2.12845 3.98827 -0.023 0.022 0.018 -0.10
C -0.24696 2.38524 4.24163 0.003 -0.019 -0.001 -0.13
H 1.50346 1.67121 3.31211 -0.018 0.113 -0.115 0.12
H 0.06455 0.32777 1.74639 0.076 0.081 0.002 0.07
H -2.50634 0.81548 2.43806 -0.008 0.008 0.006 0.09
H -2.40397 2.54957 4.52091 0.000 -0.001 0.002 0.09
H 0.22038 3.01970 4.97535 -0.006 0.005 0.002 0.11
N 4.05981 2.68904 3.69699 -0.120 -0.067 -0.038 -0.02
C 4.03039 3.83974 4.44189 -0.008 -0.004 -0.030 -0.14
C 4.79604 4.77060 3.79634 -0.002 0.009 -0.006 -0.10
C 5.31034 4.15956 2.61943 -0.005 0.007 -0.007 -0.10
C 4.84114 2.87564 2.58536 -0.024 0.022 0.013 -0.15
H 3.61464 1.82721 3.94931 0.163 -0.041 0.124 0.12
H 3.47293 3.89607 5.36104 0.017 0.000 0.013 0.11
H 4.97323 5.77867 4.13062 -0.002 0.002 -0.003 0.10
H 5.95467 4.61319 1.88551 -0.001 0.004 0.000 0.09
H 4.99647 2.08438 1.87228 0.023 -0.005 0.007 0.10
N -3.51635 6.51009 4.49276 -0.005 0.013 0.025 0.00
C -4.18695 7.03574 5.56364 0.012 -0.005 -0.017 -0.14
C -3.67787 6.46376 6.69805 0.001 -0.012 0.004 -0.11
C -2.66071 5.55546 6.29448 -0.011 -0.007 0.000 -0.11
C -2.58631 5.60701 4.92795 0.022 -0.009 -0.044 -0.15
H -3.68924 6.73780 3.53196 -0.029 -0.042 -0.005 0.13
H -4.96477 7.76760 5.42997 -0.004 0.000 0.008 0.11
H -3.99797 6.67151 7.70501 0.002 0.002 0.002 0.09
H -2.05567 4.93655 6.93620 0.004 0.007 0.005 0.09
H -1.95566 5.08146 4.23110 0.008 0.001 0.003 0.09
N 0.45707 -4.72189 -3.95954 -0.243 -0.114 0.072 -0.02
C -0.41635 -5.78667 -3.93874 -0.031 0.078 0.003 -0.16
C -0.24818 -6.48671 -5.09971 -0.020 -0.013 -0.003 -0.08
C 0.76531 -5.82898 -5.84753 -0.036 0.023 -0.013 -0.09
C 1.18042 -4.74529 -5.12375 -0.049 0.013 -0.032 -0.12
H 0.53886 -4.04253 -3.23336 0.381 0.041 -0.090 0.08
H -1.06974 -5.96881 -3.09885 0.043 -0.076 0.010 0.09
H -0.78321 -7.37737 -5.38199 0.005 -0.004 -0.002 0.10
H 1.14676 -6.12374 -6.81085 0.010 0.000 0.004 0.10
H 1.92229 -3.99471 -5.33567 -0.008 0.007 -0.010 0.12
N 5.22119 -7.35381 -6.99985 -0.013 -0.019 -0.025 0.00
C 3.88229 -7.32023 -6.71902 0.059 0.014 0.030 -0.15
C 3.27561 -8.30191 -7.45683 -0.022 0.020 -0.003 -0.12
C 4.28855 -8.95036 -8.21445 -0.006 -0.007 0.003 -0.11
C 5.47650 -8.34310 -7.90966 -0.001 0.014 0.010 -0.14
H 5.91214 -6.74437 -6.60393 0.004 -0.004 -0.002 0.14
H 3.47712 -6.61266 -6.01644 0.009 -0.013 0.013 0.08
H 2.22360 -8.53537 -7.45327 0.001 -0.010 0.001 0.09
H 4.15874 -9.76906 -8.90166 -0.001 -0.001 -0.001 0.09
H 6.47602 -8.53102 -8.26164 -0.001 -0.003 -0.008 0.11
N -5.05485 6.84365 0.61411 0.042 -0.005 0.084 -0.01
C -6.40517 6.61939 0.60080 0.017 -0.012 -0.004 -0.14
C -6.63837 5.52736 -0.18994 0.007 -0.014 0.000 -0.11
C -5.37885 5.07583 -0.67242 -0.008 -0.008 0.012 -0.12
C -4.42119 5.90822 -0.15889 -0.004 0.005 0.014 -0.15
H -4.59981 7.59402 1.09977 -0.022 0.061 -0.075 0.14
H -7.08064 7.25189 1.15028 -0.007 0.004 -0.009 0.11
H -7.60414 5.10114 -0.40266 -0.002 0.000 0.000 0.09
H -5.19920 4.23903 -1.32635 -0.001 0.001 -0.004 0.09
H -3.35151 5.91714 -0.27905 0.000 0.006 -0.015 0.10